{"formula": "C33H86F9N7O22S3", "method": "ωB97M-V/def2-TZVPD", "species": ["C", "C", "C", "O", "C", "N", "H", "H", "H", "H", "H", "H", "H", "H", "H", "H", "H", "H", "C", "C", "C", "O", "C", "N", "H", "H", "H", "H", "H", "H", "H", "H", "H", "H", "H", "H", "C", "C", "C", "O", "C", "N", "H", "H", "H", "H", "H", "H", "H", "H", "H", "H", "H", "H", "C", "C", "C", "O", "C", "N", "H", "H", "H", "H", "H", "H", "H", "H", "H", "H", "H", "H", "C", "C", "C", "O", "C", "N", "H", "H", "H", "H", "H", "H", "H", "H", "H", "H", "H", "H", "C", "C", "C", "O", "C", "N", "H", "H", "H", "H", "H", "H", "H", "H", "H", "H", "H", "H", "C", "C", "C", "O", "C", "N", "H", "H", "H", "H", "H", "H", "H", "H", "H", "H", "H", "H", "O", "C", "O", "O", "H", "O", "C", "O", "O", "H", "C", "F", "F", "F", "S", "O", "O", "O", "C", "F", "F", "F", "S", "O", "O", "O", "C", "F", "F", "F", "S", "O", "O", "O"], "coordinates": [[12.88554, 18.89399, 9.42714], [13.52847, 19.57033, 10.64203], [14.20366, 20.90847, 10.31676], [14.45293, 21.66242, 11.45173], [15.67534, 21.42585, 12.06256], [12.37026, 19.77780, 11.66580], [11.94577, 18.84476, 11.95092], [12.67143, 20.25031, 12.56812], [11.55125, 20.29357, 11.32097], [13.57569, 18.70932, 8.60374], [12.25477, 19.64740, 8.93609], [12.25827, 18.10570, 9.83969], [14.09395, 18.81084, 11.16382], [13.46592, 21.48111, 9.73812], [15.09650, 20.86246, 9.68388], [16.52262, 21.93015, 11.62226], [15.84953, 20.35874, 12.18673], [15.53480, 21.80666, 13.05506], [13.93062, 9.46848, 12.21607], [13.23245, 9.55022, 13.57906], [13.97382, 8.88073, 14.78169], [13.37146, 9.30083, 15.93795], [14.12882, 8.90976, 17.10824], [12.94157, 11.05438, 13.88902], [12.74286, 11.08764, 14.91683], [13.76155, 11.59387, 13.73353], [12.13614, 11.50296, 13.48998], [13.94654, 8.40818, 11.93350], [14.96383, 9.81907, 12.33268], [13.35437, 9.86516, 11.37111], [12.23022, 9.11758, 13.62011], [15.02946, 9.14999, 14.68548], [13.96203, 7.78694, 14.57611], [13.63131, 8.11741, 17.63828], [14.44801, 9.63877, 17.82187], [15.06253, 8.48565, 16.77559], [14.67099, 17.45581, 15.69575], [14.14216, 16.04626, 15.87019], [14.62134, 15.29448, 17.09632], [13.76046, 14.15382, 17.31696], [14.21084, 12.86232, 16.80445], [12.66478, 16.17365, 16.11092], [12.39257, 16.64228, 16.98710], [12.17323, 16.63959, 15.34070], [12.30829, 15.23670, 16.11281], [15.70912, 17.27315, 15.39276], [14.55776, 17.98687, 16.64573], [14.17027, 17.99197, 14.90147], [14.28244, 15.49381, 14.96070], [14.50606, 15.90294, 17.96831], [15.61271, 14.91370, 16.91135], [13.87792, 12.83323, 15.76068], [13.75864, 12.13449, 17.48786], [15.27898, 12.65775, 16.83548], [11.15211, 11.68779, 20.08049], [11.34432, 13.20725, 20.34015], [12.57691, 13.59574, 21.22912], [13.68226, 12.92420, 20.65609], [14.94262, 12.95965, 21.35697], [11.55594, 13.90464, 19.01203], [10.77338, 13.62878, 18.39314], [11.38812, 14.93281, 19.09604], [12.51450, 13.84202, 18.57713], [12.06628, 11.29677, 19.64099], [10.29636, 11.61236, 19.35928], [10.81865, 11.15796, 20.98078], [10.50928, 13.67900, 20.87862], [12.35817, 13.28159, 22.26032], [12.64503, 14.71150, 21.16683], [15.20396, 13.99170, 21.53658], [15.70264, 12.37913, 20.81457], [14.94728, 12.55905, 22.37966], [15.28838, 13.23172, 9.11758], [14.93291, 14.49888, 9.94124], [16.10881, 15.54653, 10.12956], [15.66137, 16.56444, 10.99251], [15.69100, 16.34421, 12.45324], [13.82338, 15.23774, 9.21561], [14.12389, 16.03786, 8.71714], [13.23370, 14.55981, 8.73609], [13.20338, 15.64865, 9.94012], [15.74661, 12.47131, 9.79060], [15.92230, 13.31760, 8.23368], [14.32865, 12.81780, 8.77886], [14.50876, 14.14023, 10.86276], [16.32247, 16.11381, 9.22709], [16.98944, 14.95167, 10.35708], [16.71013, 16.23034, 12.83652], [15.20327, 15.38432, 12.65613], [15.24375, 17.19655, 12.94397], [7.50988, 18.04346, 14.01732], [8.43568, 18.65254, 15.03768], [8.03708, 18.46073, 16.47701], [8.31113, 17.11210, 16.75605], [8.03950, 16.67661, 18.08062], [9.70500, 17.84196, 14.89662], [9.50662, 16.88384, 15.19497], [10.05575, 17.94192, 13.94386], [10.37550, 18.36451, 15.51988], [7.47486, 16.94311, 14.04704], [7.71795, 18.37035, 12.97524], [6.47913, 18.42136, 14.17978], [8.54074, 19.69446, 14.84416], [6.96738, 18.69582, 16.57939], [8.59340, 19.20913, 17.06019], [8.44942, 17.42036, 18.73716], [8.56761, 15.73400, 18.30377], [6.98269, 16.53318, 18.20816], [12.46322, 17.04886, 23.36737], [11.16671, 17.92649, 23.52473], [11.40286, 19.45157, 23.27277], [10.18139, 20.15850, 23.32285], [10.34670, 21.54752, 23.26806], [10.01715, 17.44536, 22.61073], [9.38975, 16.74883, 23.01458], [9.44795, 18.27638, 22.51539], [10.44574, 17.15980, 21.67838], [13.00440, 17.26441, 22.44609], [12.23731, 15.97200, 23.36697], [13.05231, 17.27665, 24.26962], [10.84318, 17.88630, 24.54924], [11.87335, 19.55909, 22.31318], [12.11530, 19.82881, 24.04614], [9.38296, 22.02371, 23.39654], [10.76597, 21.86789, 22.30515], [11.00850, 21.92018, 24.03234], [12.36831, 15.29229, 13.46799], [12.20916, 16.23668, 12.47517], [11.70881, 17.33584, 12.83767], [12.37331, 15.84725, 11.29965], [12.60954, 14.41248, 13.16089], [11.65977, 17.49141, 18.44258], [11.15900, 17.57515, 19.68379], [10.86231, 18.63108, 20.17702], [11.14869, 16.52809, 20.35157], [11.66207, 18.32370, 17.96530], [8.82727, 13.90083, 14.73775], [9.08849, 15.00526, 13.98136], [7.67508, 14.14331, 15.48865], [8.47946, 12.94434, 13.87132], [10.22307, 13.47841, 15.81244], [11.33954, 13.19009, 14.91509], [10.44860, 14.75964, 16.49911], [9.88250, 12.35617, 16.66618], [12.75191, 21.30478, 16.66516], [13.06756, 22.47312, 16.13809], [13.77979, 20.84486, 17.34594], [11.72634, 21.45952, 17.52062], [12.22017, 20.09024, 15.26744], [13.30461, 20.12657, 14.32675], [12.05682, 18.84137, 16.04836], [10.95666, 20.45144, 14.66063], [17.67263, 12.70439, 13.04893], [17.81049, 13.67652, 12.08361], [17.82742, 11.49993, 12.49904], [18.57889, 12.96240, 13.95324], [15.87754, 12.85199, 13.72553], [14.85483, 13.00307, 12.65024], [15.62612, 11.57416, 14.33616], [15.87665, 13.91140, 14.73223]], "atomic_forces_ev_per_a": [[-0.359, 1.685, 0.182], [-1.075, -0.429, 0.215], [-0.769, 0.261, -0.223], [-0.765, 0.488, -0.288], [0.106, -0.450, 1.198], [-0.256, 0.259, 0.309], [0.863, 0.200, 0.060], [0.067, -0.554, -0.913], [0.592, 0.255, -0.302], [0.285, -0.824, 0.454], [-0.388, -0.148, 0.260], [0.223, -0.547, -0.754], [0.808, 0.145, 0.102], [0.054, -0.055, -0.015], [-0.054, -0.649, 0.023], [0.196, 0.089, -0.548], [0.307, -0.255, -0.198], [0.263, 0.280, 0.638], [-0.327, -1.344, 0.572], [-0.981, 0.838, 0.074], [0.755, 0.222, -2.794], [0.123, 0.492, 1.850], [0.318, -1.203, -0.858], [-0.391, -2.111, 2.309], [0.281, 0.043, -0.706], [1.173, 0.746, -0.358], [-0.507, -0.122, -0.677], [0.375, 0.000, 0.274], [-0.368, 0.184, -0.445], [0.266, 0.660, 0.491], [0.022, -0.042, -0.524], [0.093, 0.285, 0.455], [-0.435, 0.379, 0.379], [-0.568, -0.244, 0.168], [-0.550, 1.321, 0.045], [0.424, -0.265, -0.228], [1.011, -1.111, 0.322], [-1.315, 1.368, 0.527], [-0.333, -1.224, -1.012], [0.824, -0.454, 0.192], [-0.726, 0.558, 0.231], [0.023, 0.084, -1.015], [0.258, -0.206, -0.088], [0.442, 0.034, 0.081], [-0.664, -0.635, 0.279], [0.118, 0.737, 0.346], [0.380, 0.231, -0.278], [-0.142, 0.003, -0.069], [-0.115, -0.451, -0.160], [0.304, 0.487, 0.642], [0.549, 0.264, 0.313], [0.007, -0.522, 0.492], [-0.305, -0.051, -0.525], [0.138, 0.657, 0.081], [-1.210, 1.364, -0.431], [1.472, 0.094, 0.899], [-0.608, -0.275, -0.883], [0.618, -0.332, 0.391], [-0.491, 0.143, 0.487], [-1.227, 0.738, 0.238], [0.930, -0.236, -0.283], [0.186, -0.276, 0.669], [-0.694, -0.447, 0.103], [-0.111, -0.281, 0.142], [0.822, -0.206, 0.398], [0.485, 0.143, -0.133], [-0.128, -0.186, -0.711], [0.263, 0.017, -0.105], [0.290, -0.695, 0.236], [0.561, 0.494, -0.475], [-0.468, 0.526, -0.182], [-0.716, -0.427, -0.176], [-0.243, -0.322, 0.801], [1.513, 0.407, -1.933], [-1.753, -1.022, 0.285], [0.445, 0.566, 1.598], [0.547, -1.187, -1.476], [-0.646, -1.024, 1.677], [0.555, 0.516, -1.391], [0.172, 0.443, -0.635], [-0.228, -0.001, 0.734], [-0.288, 0.597, -0.428], [0.032, 0.500, 0.143], [0.249, -0.252, 0.036], [0.036, 0.321, 0.486], [-0.050, -0.420, -0.534], [0.273, 0.399, 0.684], [0.105, 0.197, -0.327], [-0.311, 0.454, 0.216], [-0.372, 0.109, -0.174], [-1.752, 0.307, -0.789], [-0.535, -2.021, -0.615], [-0.718, 0.225, -0.090], [0.116, -0.431, 0.286], [0.695, -0.162, -0.294], [0.271, 2.820, 0.395], [0.255, 0.080, 0.013], [0.346, -0.573, 0.002], [0.134, -1.225, -0.545], [0.045, 0.436, 0.096], [0.308, -0.271, 0.634], [0.457, -0.323, 0.052], [0.826, 0.666, -0.237], [0.122, -0.061, 0.119], [0.152, -0.503, 0.481], [-0.079, 0.446, 0.769], [-0.201, 0.333, -0.566], [-0.577, 0.032, 0.270], [-1.112, 0.653, 0.487], [0.490, 0.070, -0.431], [0.371, -0.640, 0.433], [0.034, -1.217, 0.294], [0.082, 0.704, -0.751], [0.826, 0.817, 1.018], [0.591, -0.208, 0.046], [-0.289, 0.494, -0.569], [-0.308, -0.309, -0.057], [0.002, 0.184, 0.122], [-0.109, 0.372, 0.128], [0.126, -0.180, -0.547], [-0.514, -0.468, 0.360], [0.225, 0.255, -0.706], [-0.460, -0.345, -0.328], [-0.210, -0.109, 0.007], [-0.091, -0.140, -0.006], [0.335, -0.018, 0.561], [0.023, 1.387, 0.372], [-1.612, -1.032, -0.602], [0.837, -0.277, 0.374], [0.476, 0.285, 0.172], [0.088, 0.118, -0.519], [0.304, -1.056, -1.191], [0.792, 0.426, 0.948], [-0.922, 2.996, -0.124], [-0.069, -3.095, 0.087], [-0.122, 0.767, 0.031], [-2.969, 0.250, -0.692], [0.031, -0.585, 0.945], [2.003, 0.000, -0.833], [0.612, 0.020, 0.455], [2.126, -0.134, 0.747], [-0.627, -0.215, -0.291], [-0.862, -0.610, 0.001], [-0.453, 0.931, -0.393], [-1.268, -0.163, -0.688], [-0.018, 0.159, -0.102], [0.367, -0.440, -0.047], [0.204, -0.083, -0.371], [-0.595, -0.157, 1.205], [0.965, -0.115, -0.195], [0.344, 0.587, -0.052], [-0.127, 0.592, 0.295], [-1.368, 1.139, -1.171], [-0.105, -0.940, 0.397], [0.150, 0.656, 0.294], [-0.041, -0.489, 0.377], [-1.534, 0.346, 0.887], [1.706, 0.683, 0.245], [0.717, -1.508, 0.461], [0.830, 0.074, -1.594]], "lowdin_charge": [-0.04, -0.27, -0.19, -0.17, -0.09, 0.20, 0.11, 0.11, 0.17, 0.09, 0.09, 0.07, 0.13, 0.14, 0.15, 0.10, 0.09, 0.09, -0.03, -0.24, -0.23, -0.16, -0.04, 0.21, 0.14, 0.04, 0.13, 0.09, 0.08, 0.09, 0.15, 0.12, 0.15, 0.09, 0.07, 0.09, -0.02, -0.30, -0.11, -0.24, -0.04, 0.19, 0.10, 0.11, 0.07, 0.10, 0.10, 0.05, 0.10, 0.13, 0.13, 0.06, 0.09, 0.10, -0.01, -0.28, -0.19, -0.21, -0.06, 0.20, 0.10, 0.12, 0.13, 0.07, 0.09, 0.09, 0.15, 0.13, 0.11, 0.08, 0.10, 0.09, -0.02, -0.27, -0.15, -0.19, -0.03, 0.21, 0.13, 0.16, 0.07, 0.09, 0.09, 0.08, 0.09, 0.13, 0.12, 0.10, 0.05, 0.07, -0.03, -0.31, -0.17, -0.21, -0.05, 0.20, 0.12, 0.12, 0.10, 0.08, 0.10, 0.10, 0.14, 0.15, 0.14, 0.08, 0.09, 0.09, -0.02, -0.25, -0.19, -0.19, -0.09, 0.21, 0.17, 0.13, 0.08, 0.08, 0.07, 0.09, 0.14, 0.11, 0.15, 0.10, 0.10, 0.09, 0.06, -0.68, -0.04, -0.01, 0.09, 0.08, -0.84, 0.06, -0.05, 0.08, -0.58, 0.10, 0.09, 0.14, 0.52, -0.31, -0.33, -0.28, -0.65, 0.16, 0.16, 0.13, 0.56, -0.31, -0.37, -0.29, -0.61, 0.08, 0.15, 0.19, 0.55, -0.34, -0.32, -0.31], "total_energy_ev": -148043.533, "max_force_ev_per_a": 3.15, "total_charge": 2}

---

{"formula": "C5H8N2", "method": "ωB97M-V/def2-TZVPD", "species": ["C", "C", "C", "N", "C", "C", "N", "H", "H", "H", "H", "H", "H", "H", "H"], "coordinates": [[1.43901, -0.59315, -0.69382], [0.72467, 0.28841, 0.22452], [-0.33844, 1.24477, -0.29892], [-1.34811, 0.90570, 0.69613], [-0.89463, -0.39318, 1.09700], [-1.02335, -1.49690, 0.25337], [-0.93304, -2.31944, -0.57089], [0.96971, -0.85399, -1.63974], [2.04083, 0.40340, -0.80449], [2.10949, -1.34990, -0.29001], [1.24535, 0.55195, 1.13003], [-0.60846, 0.95690, -1.32821], [-0.09204, 2.31289, -0.29615], [-2.30046, 0.97404, 0.36505], [-0.99053, -0.63152, 2.15612]], "atomic_forces_ev_per_a": [[1.629, 2.493, -0.295], [-3.524, -2.094, 2.792], [-0.012, 0.297, -0.194], [-0.446, 0.667, -0.367], [2.240, 0.998, 0.043], [-0.355, -2.127, -2.250], [-0.363, 0.836, 1.139], [-0.094, 0.023, 0.314], [0.594, -1.680, -1.311], [-0.273, 0.123, 0.097], [0.378, 0.464, -0.091], [0.053, 0.019, 0.175], [0.107, -0.116, -0.038], [-0.186, -0.030, 0.067], [0.253, 0.128, -0.080]], "lowdin_charge": [-0.08, -0.22, -0.20, -0.05, -0.22, -0.27, 0.15, 0.08, 0.14, 0.09, 0.12, 0.12, 0.11, 0.11, 0.12], "total_energy_ev": -8291.667, "max_force_ev_per_a": 4.96, "e_above_lowest_kcal_mol": 76.8}

---

What did the second record say?
{"formula": "C5H8N2", "method": "ωB97M-V/def2-TZVPD", "species": ["C", "C", "C", "N", "C", "C", "N", "H", "H", "H", "H", "H", "H", "H", "H"], "coordinates": [[1.43901, -0.59315, -0.69382], [0.72467, 0.28841, 0.22452], [-0.33844, 1.24477, -0.29892], [-1.34811, 0.90570, 0.69613], [-0.89463, -0.39318, 1.09700], [-1.02335, -1.49690, 0.25337], [-0.93304, -2.31944, -0.57089], [0.96971, -0.85399, -1.63974], [2.04083, 0.40340, -0.80449], [2.10949, -1.34990, -0.29001], [1.24535, 0.55195, 1.13003], [-0.60846, 0.95690, -1.32821], [-0.09204, 2.31289, -0.29615], [-2.30046, 0.97404, 0.36505], [-0.99053, -0.63152, 2.15612]], "atomic_forces_ev_per_a": [[1.629, 2.493, -0.295], [-3.524, -2.094, 2.792], [-0.012, 0.297, -0.194], [-0.446, 0.667, -0.367], [2.240, 0.998, 0.043], [-0.355, -2.127, -2.250], [-0.363, 0.836, 1.139], [-0.094, 0.023, 0.314], [0.594, -1.680, -1.311], [-0.273, 0.123, 0.097], [0.378, 0.464, -0.091], [0.053, 0.019, 0.175], [0.107, -0.116, -0.038], [-0.186, -0.030, 0.067], [0.253, 0.128, -0.080]], "lowdin_charge": [-0.08, -0.22, -0.20, -0.05, -0.22, -0.27, 0.15, 0.08, 0.14, 0.09, 0.12, 0.12, 0.11, 0.11, 0.12], "total_energy_ev": -8291.667, "max_force_ev_per_a": 4.96, "e_above_lowest_kcal_mol": 76.8}

---

Which formula does entry 1 have?
C33H86F9N7O22S3